[1]
Molecular formula: C29H50I3InN5O2
Method: DFT, ωB97M-V/def2-TZVPD

The geometry in ORCA input format:
```
! wB97M-V def2-TZVPD RIJCOSX def2/J DEFGRID3
* xyz -1 1
C 0.982 -2.820 0.881
C 1.392 -4.164 0.083
C 2.249 -5.079 1.085
In 4.374 -5.499 0.375
I 4.564 -6.007 -2.387
C 4.977 -7.437 1.445
C 4.579 -7.189 2.996
C 5.132 -8.303 3.986
O 4.784 -9.495 3.944
O 6.067 -7.855 4.986
C 5.848 -3.856 1.015
I 7.457 -4.513 2.347
C 5.775 -2.511 0.591
C 6.778 -1.348 0.996
I 4.159 -1.911 -0.778
H 0.031 -3.078 1.472
H 0.809 -1.931 0.187
H 1.811 -2.610 1.649
H 0.405 -4.717 -0.143
H 1.882 -3.973 -0.924
H 1.710 -6.096 1.167
H 2.296 -4.679 2.160
H 6.076 -7.690 1.304
H 4.315 -8.311 1.093
H 3.446 -7.067 3.012
H 5.018 -6.166 3.291
H 5.735 -6.984 5.304
H 7.595 -1.654 1.721
H 7.243 -0.804 0.095
H 6.146 -0.542 1.527
C -3.659 -0.288 1.132
C -2.957 1.058 0.988
C -1.511 0.921 0.512
C -0.723 0.110 1.497
N -0.105 -0.528 2.266
H -3.178 -0.916 1.885
H -4.696 -0.144 1.446
H -3.663 -0.832 0.182
H -2.983 1.574 1.953
H -3.508 1.681 0.278
H -1.054 1.910 0.418
H -1.472 0.434 -0.466
C -1.731 6.404 -2.582
C -0.892 5.162 -2.299
C -1.737 3.948 -1.908
C -2.514 4.245 -0.659
N -3.134 4.487 0.335
H -2.285 6.728 -1.696
H -1.089 7.235 -2.884
H -2.449 6.217 -3.387
H -0.179 5.391 -1.499
H -0.306 4.916 -3.192
H -1.091 3.085 -1.729
H -2.434 3.691 -2.709
C 3.506 7.418 -3.117
C 3.351 6.526 -1.890
C 3.406 5.034 -2.227
C 2.293 4.682 -3.167
N 1.419 4.406 -3.902
H 2.692 7.267 -3.830
H 3.490 8.471 -2.826
H 4.453 7.221 -3.628
H 2.401 6.761 -1.398
H 4.147 6.760 -1.177
H 3.304 4.439 -1.316
H 4.361 4.780 -2.693
C -3.195 1.747 -5.551
C -2.910 0.302 -5.946
C -3.408 -0.709 -4.911
C -2.728 -0.471 -3.597
N -2.194 -0.286 -2.568
H -2.680 2.021 -4.627
H -2.849 2.430 -6.330
H -4.268 1.910 -5.408
H -1.832 0.181 -6.093
H -3.390 0.094 -6.907
H -3.193 -1.727 -5.245
H -4.489 -0.618 -4.775
C -6.678 1.101 4.382
C -6.994 0.110 5.496
C -5.808 -0.793 5.843
C -5.409 -1.597 4.642
N -5.097 -2.224 3.700
H -6.436 0.592 3.446
H -7.541 1.743 4.188
H -5.833 1.741 4.654
H -7.849 -0.503 5.195
H -7.294 0.663 6.391
H -6.078 -1.475 6.654
H -4.954 -0.196 6.174
*
```

Computed properties:
E: -71903.93506 eV
Frontier orbital gap: 6.6 eV
HOMO level: -5.0 eV

[2]
Molecular formula: C2H3FINO
Method: DFT, ωB97M-V/def2-TZVPD

The geometry in ORCA input format:
```
! wB97M-V def2-TZVPD RIJCOSX def2/J DEFGRID3
* xyz 0 1
O 0.368 -1.615 -0.747
C 0.120 -0.556 -0.268
C -0.730 0.571 -0.840
F -0.125 1.737 -0.649
N 0.444 -0.158 1.247
I 1.652 -1.479 2.219
H -1.660 0.348 -0.237
H -1.042 0.371 -1.937
H 0.974 0.781 1.214
*
```

Computed properties:
E: -16476.82676 eV
SMILES: O=C(CF)NI
Energy above the lowest of the compared OMol25 structures with the same formula, charge and spin: 40.2 kJ/mol
Frontier orbital gap: 9.1 eV
HOMO level: -9.2 eV

[3]
Molecular formula: C5H7Cl
Method: DFT, ωB97M-V/def2-TZVPD

The geometry in ORCA input format:
```
! wB97M-V def2-TZVPD RIJCOSX def2/J DEFGRID3
* xyz 0 1
Cl -0.121 -0.509 -2.594
C -0.773 -0.123 -0.880
C -0.536 -1.245 0.009
C 0.305 -0.895 0.944
C 0.870 0.507 0.784
C -0.140 1.050 -0.275
H -1.807 0.111 -1.092
H -0.952 -2.233 0.016
H 0.828 -1.575 1.550
H 2.010 0.534 0.551
H 0.913 1.114 1.666
H -0.910 1.634 0.318
H 0.313 1.630 -0.997
*
```

Computed properties:
E: -17820.01795 eV
SMILES: Cl[C@H]1C=CCC1
Energy above the lowest of the compared OMol25 structures with the same formula, charge and spin: 44.4 kJ/mol
Frontier orbital gap: 10.8 eV
HOMO level: -9.8 eV

[4]
Molecular formula: C51H49N2O
Method: DFT, ωB97M-V/def2-TZVPD

The geometry in ORCA input format:
```
! wB97M-V def2-TZVPD RIJCOSX def2/J DEFGRID3
* xyz 1 1
C -6.095 3.683 -0.996
C -4.691 3.845 -0.522
C -3.660 4.002 -1.435
C -2.344 4.140 -1.030
C -1.284 4.332 -2.059
C -2.040 4.082 0.337
N -0.662 4.019 0.778
C 0.322 3.152 0.356
C 0.202 2.150 -0.724
C -0.871 1.218 -0.776
C -0.979 0.446 -2.036
C -1.776 0.952 0.310
C -1.434 1.224 1.646
C -2.297 0.934 2.673
C -3.532 0.369 2.412
C -3.890 0.075 1.111
C -3.030 0.357 0.077
O 1.056 2.166 -1.627
N 1.486 3.460 1.019
C 2.830 3.014 0.728
C 3.204 1.673 0.875
C 2.224 0.639 1.303
C 4.515 1.311 0.616
C 5.466 2.244 0.232
C 6.869 1.820 -0.040
C 5.077 3.568 0.087
C 3.772 3.963 0.311
C 3.382 5.388 0.129
C 1.196 4.492 1.906
C -0.098 4.853 1.735
C -3.076 3.972 1.275
C -2.812 3.992 2.741
C -4.381 3.854 0.829
H -6.790 3.558 -0.165
H -6.419 4.555 -1.564
H -6.189 2.808 -1.641
H -3.889 4.015 -2.487
H -0.345 4.658 -1.611
H -1.082 3.407 -2.600
H -1.589 5.080 -2.792
H -1.675 -0.387 -1.961
H -1.296 1.082 -2.860
H -0.004 0.036 -2.295
H -0.485 1.682 1.863
H -2.024 1.175 3.689
H -4.219 0.168 3.218
H -4.845 -0.378 0.900
H -3.337 0.154 -0.933
H 2.713 -0.317 1.496
H 1.713 0.937 2.218
H 1.474 0.465 0.532
H 4.801 0.279 0.720
H 7.528 2.678 -0.182
H 7.267 1.232 0.787
H 6.921 1.211 -0.943
H 5.804 4.305 -0.208
H 4.006 5.882 -0.617
H 2.347 5.466 -0.204
H 3.485 5.941 1.065
H 1.913 4.960 2.564
H -0.607 5.663 2.232
H -3.490 3.323 3.271
H -1.796 3.671 2.967
H -2.950 4.994 3.150
H -5.176 3.769 1.549
C -0.330 -8.003 3.033
C 0.831 -7.896 2.286
C 0.909 -6.993 1.253
C -0.191 -6.187 0.923
C -0.117 -5.209 -0.161
C 1.108 -4.541 -0.398
C 1.341 -3.651 -1.407
C 2.559 -2.922 -1.621
C 2.626 -2.009 -2.682
C 3.781 -1.308 -2.940
C 4.899 -1.500 -2.152
C 4.850 -2.379 -1.086
C 3.697 -3.080 -0.816
C -1.329 -4.935 -0.944
C -1.704 -3.631 -1.298
C -2.826 -3.400 -2.057
C -3.607 -4.457 -2.490
C -3.277 -5.749 -2.129
C -2.164 -5.988 -1.355
C -1.363 -6.320 1.686
C -1.424 -7.208 2.733
H -0.380 -8.697 3.857
H 1.681 -8.521 2.517
H 1.804 -6.933 0.655
H 1.913 -4.748 0.285
H 0.549 -3.477 -2.112
H 1.759 -1.859 -3.301
H 3.813 -0.608 -3.760
H 5.815 -0.975 -2.376
H 5.720 -2.519 -0.469
H 3.676 -3.756 0.019
H -1.126 -2.802 -0.925
H -3.098 -2.389 -2.318
H -4.469 -4.271 -3.113
H -3.891 -6.572 -2.460
H -1.922 -6.995 -1.062
H -2.211 -5.696 1.454
H -2.321 -7.275 3.329
*
```

Computed properties:
E: -58703.35494 eV
Frontier orbital gap: 2.8 eV
HOMO level: -7.9 eV

[5]
Molecular formula: C3H13NO3
Method: DFT, ωB97M-V/def2-TZVPD

The geometry in ORCA input format:
```
! wB97M-V def2-TZVPD RIJCOSX def2/J DEFGRID3
* xyz 0 1
C 1.601 1.207 0.380
C 1.577 -0.048 0.895
N 0.644 -0.980 0.373
C 0.471 -2.084 1.310
H 0.689 1.455 -0.130
H 2.396 1.948 0.465
H 2.385 -0.343 1.541
H -0.201 -0.381 0.185
H -0.469 -2.719 1.337
H 1.039 -2.971 0.929
H 0.505 -1.813 2.352
O -1.978 0.267 0.431
H -2.841 -0.189 0.508
H -1.692 0.302 1.349
O -0.147 -0.593 -3.198
H -0.282 0.346 -3.255
H 0.158 -0.917 -2.354
O -1.050 2.843 -1.200
H -1.710 2.766 -0.485
H -1.094 1.903 -1.433
*
```

Computed properties:
E: -10952.49043 eV
SMILES: C=CNC.O.O.O
Energy above the lowest of the compared OMol25 structures with the same formula, charge and spin: 220.1 kJ/mol
Frontier orbital gap: 8.4 eV
HOMO level: -8.3 eV

[6]
Molecular formula: C5H7NO2
Method: DFT, ωB97M-V/def2-TZVPD

The geometry in ORCA input format:
```
! wB97M-V def2-TZVPD RIJCOSX def2/J DEFGRID3
* xyz 0 1
C -2.384 0.381 0.952
C -1.723 0.271 -0.385
O -2.141 -0.341 -1.331
C -0.381 1.134 -0.512
O -0.177 2.093 0.192
H -3.333 -0.147 0.960
H -1.733 -0.082 1.692
H -2.462 1.431 1.227
H -0.015 1.016 -1.544
C 2.853 -1.006 -0.347
C 1.475 -0.718 -0.035
N 0.410 -0.792 0.423
H 3.223 -1.816 0.281
H 2.927 -1.308 -1.392
H 3.461 -0.117 -0.180
*
```

Computed properties:
E: -10881.85782 eV
SMILES: CC(=O)C=O.CC#N
Energy above the lowest of the compared OMol25 structures with the same formula, charge and spin: 169.8 kJ/mol
Frontier orbital gap: 9.3 eV
HOMO level: -9.0 eV

[7]
Molecular formula: C48H120BCdF4N8
Method: DFT, ωB97M-V/def2-TZVPD

The geometry in ORCA input format:
```
! wB97M-V def2-TZVPD RIJCOSX def2/J DEFGRID3
* xyz 1 1
Cd 1.987 2.854 1.525
B 0.786 1.209 0.583
F 0.447 2.431 0.046
F 0.496 1.387 1.876
F -0.034 0.188 0.131
F 2.153 1.076 0.437
C -2.447 -2.182 1.706
C -3.321 -2.982 0.680
N -4.627 -3.510 1.239
C -5.629 -2.439 1.110
C -6.071 -2.060 -0.319
C -4.996 -4.832 0.657
C -4.091 -5.914 1.193
H -2.999 -1.329 2.103
H -1.511 -1.879 1.236
H -2.168 -2.711 2.617
H -3.535 -2.366 -0.193
H -2.697 -3.787 0.293
H -6.524 -2.719 1.665
H -5.232 -1.618 1.708
H -5.250 -1.598 -0.868
H -6.374 -2.914 -0.925
H -6.909 -1.364 -0.298
H -5.065 -4.858 -0.430
H -6.003 -5.049 1.013
H -4.512 -6.894 0.964
H -4.190 -5.867 2.278
H -3.049 -5.967 0.880
C -1.751 2.409 -2.716
C -0.558 2.140 -3.599
N -0.850 2.097 -5.015
C 0.377 2.043 -5.823
C 1.127 3.354 -5.781
C -1.636 0.899 -5.363
C -2.376 1.034 -6.692
H -2.362 3.265 -3.005
H -1.461 2.551 -1.675
H -2.408 1.539 -2.729
H 0.114 2.984 -3.445
H 0.000 1.247 -3.318
H 1.052 1.307 -5.387
H 0.183 1.855 -6.879
H 1.505 3.547 -4.778
H 2.001 3.382 -6.431
H 0.483 4.182 -6.077
H -2.387 0.694 -4.601
H -1.015 0.015 -5.512
H -1.809 1.403 -7.547
H -3.193 1.750 -6.598
H -2.810 0.094 -7.035
C 4.715 5.963 -0.083
C 4.081 4.769 0.626
N 2.605 4.558 0.387
C 1.882 5.677 1.079
C 0.325 5.535 1.114
C 2.362 4.535 -1.105
C 3.028 3.336 -1.776
H 4.947 5.667 -1.106
H 5.621 6.262 0.444
H 4.055 6.829 -0.032
H 4.523 3.797 0.405
H 4.206 4.957 1.693
H 2.092 6.626 0.586
H 2.245 5.854 2.092
H -0.134 5.750 0.149
H -0.056 6.295 1.796
H -0.027 4.586 1.518
H 1.284 4.442 -1.232
H 2.668 5.482 -1.549
H 4.116 3.349 -1.850
H 2.753 2.403 -1.285
H 2.718 3.344 -2.820
C -0.023 -1.348 4.517
C -0.777 -0.951 5.819
N -0.172 0.273 6.371
C -0.185 1.434 5.432
C -1.572 1.841 4.882
C -0.749 0.661 7.640
C -0.403 -0.367 8.758
H -0.268 -0.673 3.696
H -0.363 -2.333 4.200
H 1.064 -1.377 4.595
H -1.827 -0.812 5.563
H -0.771 -1.741 6.570
H 0.192 2.262 6.033
H 0.531 1.335 4.616
H -1.484 2.754 4.294
H -1.939 1.110 4.161
H -2.279 1.928 5.707
H -1.825 0.824 7.572
H -0.351 1.636 7.922
H -0.623 0.014 9.756
H 0.643 -0.671 8.804
H -0.959 -1.288 8.584
C 2.021 -2.366 1.208
C 2.588 -3.757 1.365
N 1.823 -4.707 2.232
C 2.543 -5.978 2.244
C 3.846 -5.957 3.001
C 0.455 -4.959 1.731
C -0.464 -5.568 2.818
H 1.005 -2.289 0.821
H 2.571 -1.741 0.505
H 1.934 -1.812 2.142
H 2.650 -4.173 0.360
H 3.619 -3.672 1.709
H 1.976 -6.797 2.689
H 2.688 -6.276 1.206
H 3.611 -5.650 4.020
H 4.172 -6.994 3.086
H 4.612 -5.335 2.537
H 0.524 -5.682 0.918
H 0.038 -4.048 1.302
H -0.095 -6.509 3.224
H -1.421 -5.807 2.353
H -0.585 -4.891 3.664
C -1.872 -1.817 -3.053
C -0.935 -2.846 -3.717
N 0.304 -3.053 -2.904
C 1.147 -1.879 -2.767
C 1.819 -1.532 -4.044
C 0.017 -3.720 -1.671
C -0.484 -5.147 -1.931
H -2.732 -1.517 -3.652
H -1.390 -0.860 -2.853
H -2.428 -2.122 -2.167
H -1.443 -3.786 -3.931
H -0.530 -2.556 -4.687
H 0.623 -1.029 -2.329
H 1.937 -2.164 -2.073
H 1.135 -1.033 -4.730
H 2.661 -0.848 -3.935
H 2.113 -2.440 -4.570
H -0.676 -3.117 -1.084
H 0.921 -3.750 -1.062
H -1.420 -5.084 -2.487
H -0.769 -5.599 -0.982
H 0.246 -5.756 -2.464
C -6.769 3.182 -2.114
C -5.536 2.720 -1.363
N -5.754 1.833 -0.280
C -6.566 2.394 0.773
C -6.926 1.295 1.769
C -4.464 1.205 0.150
C -3.505 2.095 0.901
H -7.363 3.873 -1.515
H -7.470 2.408 -2.425
H -6.592 3.700 -3.056
H -4.964 2.304 -2.193
H -4.939 3.563 -1.014
H -7.509 2.826 0.438
H -6.030 3.253 1.175
H -7.394 0.409 1.341
H -7.585 1.662 2.556
H -6.070 0.824 2.252
H -4.649 0.286 0.706
H -4.003 0.936 -0.800
H -3.361 3.031 0.361
H -3.834 2.358 1.906
H -2.510 1.651 0.911
C 8.271 0.371 -2.169
C 7.221 1.475 -2.415
N 6.255 1.539 -1.309
C 6.866 2.115 -0.113
C 7.586 3.439 -0.367
C 5.582 0.241 -0.932
C 4.894 -0.469 -2.097
H 8.905 0.431 -3.054
H 7.842 -0.607 -1.953
H 8.878 0.641 -1.306
H 7.588 2.467 -2.677
H 6.661 1.150 -3.292
H 6.094 2.335 0.625
H 7.601 1.449 0.339
H 8.527 3.386 -0.915
H 7.022 4.132 -0.990
H 7.734 4.037 0.533
H 4.797 0.451 -0.206
H 6.326 -0.416 -0.480
H 5.595 -0.867 -2.831
H 4.189 0.192 -2.601
H 4.269 -1.295 -1.755
*
```

Computed properties:
E: -79748.88201 eV
Frontier orbital gap: 4.2 eV
HOMO level: -9.7 eV

[8]
Molecular formula: C13H18CuN2
Method: DFT, ωB97M-V/def2-TZVPD

The geometry in ORCA input format:
```
! wB97M-V def2-TZVPD RIJCOSX def2/J DEFGRID3
* xyz -2 2
C -1.744 -0.383 -1.556
C -1.574 1.031 -1.429
C -2.041 1.420 -0.131
C -2.478 0.241 0.537
C -2.307 -0.867 -0.340
Cu -0.259 0.197 0.043
N 1.506 -0.967 -0.417
C 2.603 -0.293 -0.973
C 1.538 0.830 -0.880
H -2.162 2.438 0.224
H -1.241 1.719 -2.208
H -2.958 0.213 1.517
H -2.639 -1.888 -0.146
H -1.562 -0.968 -2.457
H 1.131 1.120 -1.845
H 2.838 -0.591 -2.002
H 1.803 -1.454 0.446
H 1.832 1.701 -0.300
H 3.483 -0.141 -0.335
C 1.221 2.333 2.206
C 0.747 1.048 2.755
C 0.897 0.579 4.084
C 0.339 -0.710 4.122
C -0.128 -0.998 2.810
C -0.767 -2.242 2.363
N 0.132 0.084 2.007
H 2.157 2.186 1.650
H 1.428 3.019 3.037
H 0.466 2.784 1.551
H 1.369 1.139 4.879
H 0.266 -1.396 4.958
H -0.231 -3.091 2.811
H -1.807 -2.295 2.719
H -0.749 -2.335 1.271
*
```

Computed properties:
E: -61386.66179 eV
Expectation value of S²: 0.7563
Frontier orbital gap (spin up / spin down): 3.4 / 5.0 eV
HOMO level (spin up / spin down): 2.8 / 1.2 eV